1.
ORCA calculation (the ωB97M-V functional and the def2-TZVPD basis) on C40H34Cl2N4PSSn as an isolated structure in a non-equilibrium geometry.

Properties
Total charge: +1
HOMO-LUMO gap (alpha / beta): 6.11 / 5.54 eV
F_max: 1.1 eV/Å
E: -98987.84588 eV
LUMO (alpha / beta): -3.70 / -3.88 eV

```
83
Properties=species:S:1:pos:R:3:forces:R:3
Sn -1.193124 0.449108 -1.690688 -0.22 -0.16 -0.57
C 1.266132 1.075541 5.586720 0.01 -0.01 -0.02
C 0.188377 0.238736 4.884245 -0.01 -0.02 0.01
C -0.706552 -0.432055 5.936314 0.01 0.02 -0.01
C 0.880074 -0.860233 4.078447 0.05 0.05 -0.04
C -0.669162 1.148708 4.007168 0.00 0.01 0.10
C -1.378722 2.199752 4.622514 -0.01 0.01 -0.02
C -2.194716 3.050325 3.913800 0.01 -0.05 -0.02
C -2.310714 2.851846 2.540832 0.05 -0.01 0.07
S -3.263635 3.730377 1.400298 0.03 -0.08 -0.08
C -2.676127 2.679649 0.152342 -0.16 0.31 -0.03
N -1.845545 1.762457 0.527961 0.16 -0.05 0.02
C -1.614864 1.827069 1.896791 0.01 0.05 0.13
C -0.791144 0.976824 2.641575 -0.02 -0.07 -0.12
C -3.111683 2.819720 -1.239167 -0.22 0.17 -0.19
C -3.962563 3.851954 -1.630118 0.01 -0.03 0.07
C -4.385585 3.945500 -2.944568 0.01 -0.02 -0.03
C -3.963246 3.010418 -3.878753 0.01 -0.04 0.03
C -3.102377 1.985572 -3.502550 -0.10 0.11 -0.07
C -2.683747 1.892926 -2.182527 0.26 -0.20 0.24
H 1.882718 0.434030 6.218065 0.01 0.00 0.01
H 0.831184 1.847440 6.220745 -0.01 0.01 0.01
H 1.915422 1.562401 4.856642 0.01 0.00 0.00
H -0.112159 -1.104290 6.556658 0.01 -0.01 0.01
H -1.496971 -1.013721 5.459136 -0.01 -0.02 -0.01
H -1.176570 0.298195 6.594343 -0.01 0.01 0.01
H 1.474195 -1.479913 4.750783 0.01 -0.01 0.00
H 1.555353 -0.444963 3.325616 -0.02 -0.03 0.02
H 0.151741 -1.507085 3.585675 -0.05 -0.05 -0.04
H -1.291687 2.345135 5.690461 0.01 -0.01 0.01
H -2.737389 3.842197 4.410970 0.00 0.02 0.01
H -0.266118 0.183739 2.128864 0.01 -0.03 0.05
H -4.293707 4.588313 -0.908631 -0.03 0.01 0.01
H -5.044940 4.750042 -3.239550 -0.01 0.01 0.00
H -4.298776 3.076387 -4.904999 0.00 0.01 -0.01
H -2.757909 1.266207 -4.230052 0.06 -0.04 -0.02
N 0.628317 -1.484839 0.303550 -0.02 0.24 0.10
P 1.222549 0.000946 -0.313682 0.53 -0.24 -0.81
C 2.720356 0.330101 0.669480 -0.30 0.09 0.29
C 3.900043 -0.388520 0.470888 -0.05 -0.05 -0.04
C 5.014378 -0.110329 1.245129 -0.01 0.03 0.02
C 4.963592 0.893330 2.205082 -0.01 -0.02 -0.01
C 3.796371 1.616449 2.399057 0.00 0.00 0.00
C 2.673713 1.333769 1.635168 -0.03 0.06 -0.03
C 1.972656 -0.471426 -1.908003 0.01 0.06 0.01
C 2.477342 0.570921 -2.686633 0.04 -0.06 0.06
C 3.055243 0.305656 -3.915288 0.06 -0.06 0.05
C 3.124740 -1.003429 -4.380056 0.09 0.02 0.14
C 2.614058 -2.039440 -3.615810 0.22 0.00 0.12
C 2.033725 -1.775194 -2.380525 0.13 -0.02 0.06
C -0.698131 -1.825045 0.441581 -0.04 -0.09 0.12
C -1.037976 -2.957529 1.192672 -0.06 0.02 0.07
C -2.359695 -3.286559 1.356545 0.01 0.02 0.01
C -3.350260 -2.484274 0.783841 0.09 0.01 -0.02
C -2.946224 -1.400871 0.052944 -0.17 0.01 -0.02
N -1.650300 -1.076158 -0.130946 0.16 -0.26 0.02
H 1.275286 -2.080570 0.801597 -0.03 -0.06 -0.06
H 3.954677 -1.150543 -0.296462 0.00 0.00 -0.03
H 5.929095 -0.666142 1.090405 0.00 -0.01 -0.01
H 5.841373 1.117917 2.795840 0.01 0.00 0.01
H 3.762434 2.403235 3.140486 -0.01 0.02 0.00
H 1.759026 1.897575 1.781992 0.02 0.01 0.02
H 2.422383 1.592339 -2.323490 0.01 0.04 -0.03
H 3.446870 1.115531 -4.515050 -0.02 0.02 -0.01
H 3.568540 -1.210433 -5.344488 0.00 -0.01 -0.01
H 2.657413 -3.056058 -3.983113 0.00 0.02 0.03
H 1.631802 -2.587539 -1.788993 -0.05 -0.04 -0.02
H -0.252685 -3.551427 1.639935 0.02 -0.01 0.00
H -2.628707 -4.160033 1.935228 0.00 -0.01 -0.01
H -4.399173 -2.712773 0.890954 -0.02 0.03 0.00
H -3.667992 -0.751202 -0.427167 0.01 0.02 -0.03
Cl -1.348369 -3.395523 -2.480771 -0.04 -0.02 0.18
C -0.587898 -2.812189 -3.918637 0.00 0.41 -0.16
C -0.056781 -3.729833 -4.796658 0.03 -0.04 -0.14
C 0.540637 -3.290192 -5.971459 -0.03 -0.02 0.00
C 0.619583 -1.933850 -6.255333 -0.03 -0.07 -0.01
C 0.107731 -1.019384 -5.360124 -0.33 -0.21 0.18
Cl 0.261777 0.660293 -5.709403 -0.10 0.10 -0.09
C -0.556010 -1.406491 -4.153650 0.52 -0.28 -0.34
N -1.153268 -0.486627 -3.402734 -0.48 0.52 0.87
H -0.117472 -4.784970 -4.569902 -0.02 -0.02 0.00
H 0.943258 -4.011534 -6.668714 0.00 -0.01 -0.02
H 1.076505 -1.585445 -7.170649 0.04 0.01 -0.01
```
Positions in Å, forces in eV/Å.


2.
ORCA calculation (the ωB97M-V functional and the def2-TZVPD basis) on C40H34OP2Pd as an isolated structure in a non-equilibrium geometry.

Properties
Total charge: +2
HOMO-LUMO gap: 5.53 eV
F_max: 2.3 eV/Å
Energy relative to the best compared isomer or geometry (same formula, charge and spin): 0.0 kcal per mole
E: -66122.23468 eV
LUMO: -7.90 eV

```
78
Properties=species:S:1:pos:R:3:forces:R:3
Pd -0.099190 -0.292241 0.216138 -0.51 -0.66 -0.33
O -0.813938 1.308015 -1.335450 -0.51 0.72 -1.48
C -1.277624 0.218494 -1.394802 0.55 -0.36 2.17
C -2.368840 -0.580263 -1.921892 0.14 0.14 -0.90
C -3.121061 -0.194642 -3.030685 -0.02 0.28 0.03
C -4.093336 -1.053902 -3.512421 -0.02 0.03 -0.03
C -4.297249 -2.286436 -2.904524 0.08 -0.08 0.09
C -3.546004 -2.667342 -1.792931 -0.15 -0.13 0.00
C -2.570088 -1.817525 -1.311793 0.20 -0.14 0.39
P -1.542336 -2.079998 0.177869 0.64 0.21 -0.28
C -0.716250 -3.669980 0.151837 -0.07 0.06 -0.20
C -0.456366 -4.281355 -1.075861 -0.05 -0.05 0.01
C 0.354658 -5.406284 -1.129433 -0.03 0.05 -0.03
C 0.919653 -5.908999 0.034150 0.02 0.00 0.01
C 0.672234 -5.292964 1.254342 0.00 0.02 0.04
C -0.140738 -4.172129 1.318758 0.02 -0.03 0.09
C -2.565153 -1.850221 1.634831 -0.06 -0.08 -0.09
C -2.999544 -2.906496 2.431208 -0.01 -0.07 -0.01
C -3.781589 -2.644682 3.547212 0.01 -0.05 0.02
C -4.132530 -1.340312 3.863604 0.01 0.06 -0.02
C -3.711974 -0.284732 3.061615 0.02 0.01 0.01
C -2.926141 -0.537204 1.950424 -0.06 -0.03 0.06
H -2.938193 0.767711 -3.492559 -0.03 -0.04 -0.04
H -4.692549 -0.770043 -4.366979 0.04 0.01 0.00
H -5.040686 -2.962456 -3.306577 -0.01 0.01 0.05
H -3.718091 -3.624433 -1.315324 -0.04 0.01 -0.04
H -0.895862 -3.886609 -1.984532 0.03 -0.03 -0.01
H 0.543122 -5.889989 -2.078949 -0.02 0.01 0.01
H 1.554198 -6.784950 -0.006469 -0.03 0.00 -0.01
H 1.112467 -5.690612 2.159610 -0.02 0.01 0.00
H -0.333982 -3.699532 2.275006 0.07 0.01 -0.02
H -2.737342 -3.926828 2.180029 -0.02 0.01 0.02
H -4.123188 -3.462339 4.168045 0.01 0.00 -0.02
H -4.742206 -1.142066 4.735277 0.00 -0.01 -0.01
H -3.998768 0.729733 3.304088 0.01 -0.01 0.00
H -2.611952 0.287908 1.317851 0.01 0.05 0.00
C 3.441161 1.320051 4.124781 -0.08 -0.07 0.06
C 2.288433 0.449927 4.557156 0.04 -0.06 -0.05
C 2.065444 0.218157 5.911306 0.01 0.03 -0.02
C 1.016060 -0.576286 6.348792 -0.01 0.01 0.02
C 0.147507 -1.159631 5.437556 -0.03 -0.01 -0.02
C 0.342142 -0.941187 4.084865 0.02 0.04 -0.01
C 1.405940 -0.150834 3.642229 0.15 -0.08 0.05
P 1.574674 0.048966 1.865944 -0.43 0.53 -0.01
C 1.739186 1.841793 1.501331 0.50 -0.19 -0.06
C 0.554149 2.518009 1.825079 0.08 0.04 0.08
C 0.399946 3.854606 1.522884 -0.06 0.05 0.00
C 1.432072 4.532805 0.881844 -0.08 0.04 0.04
C 2.605536 3.874125 0.580639 0.10 -0.09 -0.07
C 2.789505 2.519189 0.876980 0.12 -0.05 0.07
C 4.132074 1.898761 0.570098 -0.10 0.18 0.01
C 2.814884 -1.112533 1.209996 -0.07 0.13 0.16
C 3.624092 -1.878072 2.004463 0.32 -0.03 0.07
C 4.301201 -2.985000 1.459111 -0.05 0.07 0.07
C 4.091415 -3.361035 0.146778 0.04 -0.02 0.03
C 3.222616 -2.622129 -0.646319 -0.03 0.11 -0.17
C 2.612478 -1.470794 -0.142192 0.17 -0.29 -0.15
C 1.790077 -0.669418 -0.997933 -0.79 -0.11 0.50
H 4.204552 1.360162 4.900079 -0.02 -0.02 0.00
H 3.103673 2.341563 3.936984 0.01 0.00 -0.03
H 3.911272 0.951579 3.210934 0.02 0.02 0.00
H 2.732752 0.670075 6.635578 -0.01 -0.02 -0.01
H 0.874690 -0.738151 7.409745 0.01 0.01 -0.02
H -0.676724 -1.771931 5.779480 0.01 0.01 -0.01
H -0.340859 -1.366951 3.356573 0.00 -0.02 0.05
H -0.231173 1.989937 2.358381 -0.09 0.00 -0.06
H -0.517516 4.368841 1.777146 0.02 -0.01 0.03
H 1.319824 5.578814 0.628761 0.00 -0.01 0.02
H 3.416866 4.416219 0.107845 -0.03 -0.03 -0.01
H 4.884817 2.287889 1.258813 0.00 0.00 0.01
H 4.463818 2.161056 -0.435348 -0.03 -0.01 0.00
H 4.135189 0.818559 0.660942 0.03 -0.08 -0.01
H 3.729952 -1.640893 3.056575 0.03 -0.05 -0.01
H 4.972431 -3.561635 2.082716 -0.05 0.00 0.02
H 4.593515 -4.229249 -0.257664 -0.02 0.01 -0.01
H 3.039862 -2.909940 -1.675608 0.02 -0.02 0.03
H 1.561158 -1.069541 -1.979170 -0.07 0.01 0.00
H 1.832670 0.416779 -0.935002 0.16 0.08 -0.07
```
Positions in Å, forces in eV/Å.


What is the formula in the second record? C40H34OP2Pd